1.
# C7H21MnN6O13

A molecular structure, C7H21MnN6O13 at a distorted geometry (ωB97M-V/def2-TZVPD, the OMol25 dataset).

ORCA input file:
```
! RIJCOSX wB97M-V def2-TZVPD def2/J DEFGRID3
* xyz 1 6
Mn -2.381 1.554 1.600
C -0.320 0.444 -0.448
O -1.291 1.373 -0.044
H 0.503 0.410 0.281
H -0.734 -0.567 -0.432
H 0.176 0.733 -1.375
C -5.218 -0.685 -0.975
N -4.769 -0.735 0.455
O -5.417 -1.375 1.236
O -3.767 -0.080 0.780
H -5.123 0.357 -1.268
H -6.227 -1.067 -1.025
H -4.485 -1.251 -1.546
C -0.758 -1.083 4.656
N -0.568 -0.641 3.229
O -1.517 -0.042 2.703
O 0.438 -0.873 2.662
H -0.263 -2.028 4.832
H -1.835 -1.188 4.761
H -0.456 -0.196 5.210
C 0.413 2.160 -4.193
N 1.855 1.897 -3.985
O 2.163 0.767 -3.637
O 2.643 2.792 -4.187
H -0.031 2.353 -3.218
H -0.019 1.289 -4.668
H 0.367 3.055 -4.807
C 3.033 -0.477 -0.695
N 4.033 -1.515 -1.024
O 4.205 -1.800 -2.171
O 4.618 -2.009 -0.088
H 2.074 -0.731 -1.133
H 3.378 0.497 -1.036
H 2.971 -0.439 0.389
C 1.184 3.098 1.892
N 2.394 3.963 1.798
O 3.116 3.970 2.772
O 2.596 4.570 0.778
H 0.377 3.608 1.370
H 0.934 3.087 2.949
H 1.473 2.169 1.411
C -0.118 -3.532 0.062
N 0.221 -3.722 -1.358
O 0.924 -2.880 -1.874
O -0.191 -4.715 -1.909
H -1.089 -3.050 0.161
H 0.694 -2.980 0.526
H -0.206 -4.484 0.583
*
```

Summary:
- gap between HOMO and LUMO (spin up / spin down) (eV) = 6.742 / 6.707

2.
# C7H21N4OP

2 unconnected molecules or ions with the total composition C7H21N4OP at a distorted geometry (ωB97M-V/def2-TZVPD, the OMol25 dataset).

ORCA input file:
```
! RIJCOSX wB97M-V def2-TZVPD def2/J DEFGRID3
* xyz 0 1
C -0.785 -1.806 1.052
C 0.098 -2.209 -1.172
C 1.172 0.573 1.972
C 0.339 2.586 0.888
C -2.365 0.938 0.125
C -1.705 1.415 -2.178
C 3.147 -1.139 -0.848
N 1.042 0.419 -1.822
N 0.157 -1.353 0.005
N 0.344 1.108 0.962
N -1.448 0.683 -0.956
O 3.898 -0.569 0.125
P 0.186 0.310 -0.549
H -0.821 -1.168 1.861
H -1.737 -1.868 0.477
H -0.325 -2.706 1.401
H 0.294 -1.741 -2.088
H 0.713 -3.172 -1.202
H -1.017 -2.591 -1.140
H 0.507 0.283 2.814
H 1.696 -0.400 1.681
H 1.920 1.342 2.325
H 1.267 3.095 0.870
H -0.444 2.899 0.203
H -0.100 3.011 1.933
H -3.150 0.042 0.047
H -1.735 0.921 1.024
H -2.923 1.860 0.172
H -2.692 0.883 -2.552
H -1.891 2.485 -2.211
H -0.908 1.064 -2.962
H 2.568 -1.997 -0.638
H 3.418 -0.919 -1.785
H 4.181 0.221 -0.234
*
```

Summary:
- energy relative to the best compared isomer or geometry (same formula, charge and spin) (eV) = 2.676
- gap between HOMO and LUMO (spin up / spin down) (eV) = 9.012 / 6.851

3.
# C7H21N4P

2 unconnected molecules or ions with the total composition C7H21N4P at a distorted geometry (ωB97M-V/def2-TZVPD, the OMol25 dataset).

ORCA input file:
```
! RIJCOSX wB97M-V def2-TZVPD def2/J DEFGRID3
* xyz 0 1
C -1.169 -0.058 2.627
N -0.159 0.570 1.780
P 0.600 -0.184 0.644
N 0.127 -1.796 0.463
N 1.728 0.228 -0.329
C 2.500 1.420 -0.172
C 3.317 1.367 -1.474
C 1.636 2.785 -0.254
C 3.397 1.410 0.977
H -1.446 -1.002 2.279
H -0.641 -0.053 3.536
H -1.987 0.694 2.704
H 0.362 -2.054 -0.420
H -0.866 -1.901 0.323
H 3.570 0.401 -1.708
H 2.729 1.824 -2.322
H 4.233 1.999 -1.478
H 1.050 2.858 0.636
H 1.159 2.928 -1.138
H 2.478 3.480 -0.174
H 4.162 0.588 0.997
H 3.961 2.340 1.198
H 2.900 1.162 1.873
C -2.816 -1.869 -2.157
N -3.111 -2.614 -1.011
C -3.820 -1.753 0.005
H -2.191 -1.024 -1.843
H -2.420 -2.361 -3.009
H -3.682 -1.361 -2.587
H -3.692 -3.462 -1.065
H -3.163 -0.955 0.403
H -4.780 -1.249 -0.197
H -3.964 -2.356 0.890
*
```

Summary:
- energy relative to the best compared isomer or geometry (same formula, charge and spin) (eV) = 1.306
- gap between HOMO and LUMO (eV) = 9.303